Density functional theory data (ωB97M-V/def2-TZVPD) for a cluster of 2 separate species, C35H40BNO3S in total.

Geometry as XYZ:
```
81
Properties=species:S:1:pos:R:3:lowdin_charge:R:1
S 0.4658 -4.0341 -2.5036 1.05
O -0.0881 -2.1398 0.8445 0.05
O 3.0157 4.8191 -2.5915 -0.08
O -1.2381 -1.6708 -1.1984 0.05
N -1.0124 2.9906 3.3723 -0.06
C -0.4507 3.5630 4.5921 0.01
C 2.1827 0.3737 -2.9724 -0.05
C -1.7314 -3.4801 2.0309 -0.01
C 3.9757 5.4977 -1.7469 -0.05
C 1.9371 -5.2320 -0.7650 -0.14
C 2.3720 3.4751 -0.6760 0.00
C -3.4970 -1.7094 -0.5452 -0.01
C -4.4022 1.6085 3.8728 -0.06
C -2.1465 -2.3747 -0.3545 -0.47
C -2.4793 2.0696 1.8924 -0.13
C -1.4785 -2.2825 1.1113 -0.46
C -1.9085 -1.0380 1.8645 -0.02
C 1.2158 -5.5086 -1.9194 -0.59
C 0.8486 -3.1555 -1.0609 -0.38
C 0.2043 2.3691 -0.7528 -0.20
C 1.7384 -3.8811 -0.2952 -0.14
C 2.2520 -0.3772 -0.2928 -0.06
C -4.6561 1.2841 2.5277 -0.06
C 1.4122 2.6745 -0.1010 -0.05
C 1.1868 -0.7627 -1.0911 -0.11
C -0.8230 1.6739 -0.0271 0.15
C -3.2523 2.3297 4.2326 0.00
C 1.0581 -6.8119 -2.6102 -0.14
C -0.3519 2.8666 2.1958 0.08
C 2.1410 3.9817 -1.9753 -0.26
C 3.3394 0.6084 -2.2316 -0.30
C 0.9855 3.5958 -2.6915 0.01
C 1.1158 -0.3233 -2.4077 -0.05
C 3.3344 0.2940 -0.8710 -0.07
C 4.5165 1.3022 -2.8457 -0.05
C -2.3251 2.5342 3.2215 -0.16
C -1.1709 2.1940 1.2313 -0.11
C -3.7183 1.5659 1.5090 -0.02
C -2.2358 -3.8242 -0.7805 -0.05
C 0.0552 2.7836 -2.1021 0.00
B 0.0199 -1.7918 -0.5467 -0.93
H 1.6355 2.2279 0.8685 0.12
H 1.5110 -6.7890 -3.6111 0.07
H -0.9923 3.1260 5.4366 0.09
H 2.1163 0.7451 -3.9949 0.11
H -1.2036 -3.3392 2.9827 0.09
H 0.9123 3.9197 -3.7266 0.13
H -2.4092 -3.8694 -1.8605 0.09
H 4.1825 0.6004 -0.2574 0.11
H 0.6222 3.3237 2.0820 0.13
H -5.6070 0.8127 2.2582 0.11
H -2.8022 -3.5764 2.2866 0.09
H 3.3012 3.6948 -0.1404 0.12
H 3.5352 5.8145 -0.7940 0.09
H 2.2359 -3.4816 0.5845 0.10
H -1.3915 -4.4253 1.5856 0.09
H 4.5311 1.1638 -3.9299 0.08
H -5.1026 1.2994 4.6478 0.11
H 4.2780 6.3680 -2.3274 0.09
H 0.6076 3.2714 4.6510 0.10
H 2.2709 -0.6391 0.7691 0.12
H -1.3065 -4.3596 -0.5525 0.07
H -1.5727 1.0756 -0.5729 0.15
H -3.3865 -0.6229 -0.5433 0.06
H -0.8186 2.4418 -2.6526 0.13
H -4.1900 -2.0254 0.2380 0.09
H -0.0065 -7.0654 -2.7259 0.07
H 0.2443 -0.5555 -3.0173 0.12
H -1.5635 -0.1437 1.3344 0.05
H 2.5605 -5.9621 -0.2465 0.10
H -0.5369 4.6674 4.6095 0.11
H 4.8262 4.8249 -1.5693 0.09
H -1.4362 -1.0218 2.8516 0.10
H -3.9464 1.4330 0.4442 0.12
H 4.4783 2.3843 -2.6614 0.06
H -3.0013 -0.9765 1.9949 0.08
H -3.0146 2.6217 5.2589 0.11
H 5.4582 0.9340 -2.4269 0.08
H 1.5441 -7.6064 -2.0329 0.07
H -3.9021 -2.0186 -1.5139 0.09
H -3.0681 -4.3294 -0.2691 0.09
```

HOMO level = -5.88 eV
Total energy = -56086.6241 eV
Strongest force on any atom = 4.3 eV/A
Orbital gap = 3.4 eV
2S+1 = 1
ΔE to the lowest compared entry with this formula, charge and spin = 0.0 kJ/mol

Density functional theory data (ωB97M-V/def2-TZVPD) for a structure of composition C4H4O4.

Geometry as XYZ:
```
12
Properties=species:S:1:pos:R:3:nbo_charge:R:1
O 0.2783 -1.4127 -0.3529 -0.51
O 2.6329 -0.8395 0.1658 -0.63
O -1.6091 0.0554 -0.9674 -0.47
O 2.2588 1.4196 -0.2194 -0.56
C 1.9486 0.2060 -0.2923 0.65
C -1.8428 0.0114 0.5596 -0.12
C -0.6296 0.7319 -0.0566 -0.08
C 0.4381 -0.2260 -0.1576 0.47
H -0.5363 2.0093 0.1150 0.29
H -2.8258 0.6948 0.8492 0.22
H 1.8326 -1.5605 -0.5436 0.51
H -1.9458 -1.0897 0.9002 0.24
```

HOMO level = -10.36 eV
Total energy = -12397.4923 eV
Strongest force on any atom = 5.8 eV/A
Orbital gap = 9.5 eV
2S+1 = 1
ΔE to the lowest compared entry with this formula, charge and spin = 560.8 kJ/mol